2 unconnected molecules or ions with the total composition C7H15BCl4NO3PS. Source: OMol25; level of theory: ωB97M-V/def2-TZVPD.

Geometry (Å):
C  -3.0257  -2.0596  -0.2945
C  -2.1312  -1.1720  -1.1906
C  -4.2330  -1.3831  0.3960
C  2.6064  -0.5825  0.8512
H  -2.3811  -2.4707  0.4886
H  1.1791  -0.5032  -2.0933
H  -1.5847  -1.8556  -1.8510
S  -4.5946  0.3434  -0.0127
C  5.7540  2.5446  0.5160
H  0.7431  1.7362  1.1207
C  0.2463  -1.3054  0.0883
H  -5.1278  -1.9513  0.1510
H  -4.1316  -1.4272  1.4763
O  -1.6918  2.1792  -1.1132
B  -1.0063  -0.4566  -0.3647
C  1.5983  -0.7182  -0.2608
O  0.3223  2.0658  0.3211
Cl  6.4020  1.8163  -0.9548
H  -2.0377  3.0288  -0.8093
H  3.5926  -0.5022  0.4014
Cl  6.2587  1.5887  1.9163
H  -5.2894  0.1170  -1.1354
H  0.1656  -1.4399  1.1749
H  2.3966  0.2752  1.4874
H  0.1834  -2.3122  -0.3330
O  -1.9211  1.5512  1.4078
Cl  3.9930  2.5680  0.4290
N  1.9424  -0.3576  -1.4293
P  -1.1400  1.3960  0.1654
H  -3.3565  -2.9220  -0.8703
Cl  6.3643  4.1936  0.6795
H  2.6099  -1.4798  1.4729
H  -2.7055  -0.5049  -1.8308

Results
2S+1 = 1
HOMO energy = -0.3316 Eh
LUMO energy = -0.0071 Eh
E_tot = -86026.5619 eV
structure (SMILES) = [H]/N=C(/C)CB(CCCS)P(=O)(O)O.ClC(Cl)(Cl)Cl

=====

A molecular structure, C7H15Cl12InPS. Source: OMol25; level of theory: ωB97M-V/def2-TZVPD.

Geometry (Å):
H  2.1789  -0.4059  -0.8382
C  2.4751  -2.4786  -4.3171
H  2.6512  -1.6066  -4.9343
H  -0.3457  4.8058  0.9044
H  -1.4378  -0.8940  -1.7099
Cl  3.8285  -2.6203  -3.1903
H  -2.7480  1.2554  0.5180
C  0.3434  -7.7756  -4.4132
Cl  -1.4172  -7.7906  -4.5470
Cl  0.4325  4.0351  4.7006
H  0.3939  3.2248  0.6527
H  -2.6336  3.5499  0.9377
H  -1.8269  3.6077  -0.6248
C  -1.0493  3.3995  5.3984
Cl  -2.4326  3.6935  4.3534
H  0.6454  -8.7223  -3.9864
C  -1.7394  1.6556  0.3794
Cl  0.7318  0.0066  2.7077
H  -0.0182  -1.3350  4.4587
In  -0.9417  0.7718  -1.4734
H  -0.5264  3.5106  2.1205
Cl  0.8955  -6.4908  -3.3593
Cl  2.4169  -3.9058  -5.3760
Cl  -1.8252  0.0980  4.0805
Cl  1.0892  -7.6548  -6.0121
H  2.1973  1.6799  -0.4794
S  2.5369  1.0616  -3.2063
H  -1.3857  1.8072  -2.7907
Cl  0.9662  -2.2483  -3.4775
C  -0.4930  3.7326  1.0501
Cl  -1.3263  4.0637  7.0178
P  1.6628  0.7748  -1.4160
C  -1.7547  3.1864  0.3857
C  -0.1124  -0.2863  4.2112
Cl  0.6249  0.6258  5.5472
H  -0.9313  2.3279  5.4999
H  -1.1251  1.3407  1.2279

Results
charge = -1
2S+1 = 1
HOMO energy = -0.1548 Eh
LUMO energy = 0.0746 Eh
E_tot = -183069.2841 eV

=====

A molecular structure, C7H15Cl2N2O2P. Source: OMol25; level of theory: ωB97M-V/def2-TZVPD.

Geometry (Å):
H  2.9346  0.2479  -1.3579
C  -2.7293  -1.2233  -0.7550
H  2.5979  -1.5953  -0.7365
H  -3.6346  -0.4792  1.1348
H  1.4373  1.9100  -1.0333
H  -2.8060  -0.5060  -1.4003
P  0.1064  -0.7771  0.4699
H  -1.3455  -2.9225  -0.6939
H  -1.5240  0.2852  1.9431
H  -3.4647  -1.8917  -1.1135
C  2.3190  0.4630  0.7311
H  -0.3587  1.5287  -0.9262
C  0.4299  2.7176  0.4919
H  2.9313  1.0368  0.9922
C  -2.6899  -1.0084  0.5381
H  -1.3831  -1.9597  -2.4452
H  1.2547  3.0457  1.2541
C  0.6769  1.6783  -0.3211
Cl  4.7522  -0.6642  -0.3330
O  0.4521  -1.9215  1.3414
C  2.9189  -0.3326  -0.5859
C  -1.3059  -1.8301  -1.3995
N  1.1379  0.6259  0.4424
O  -0.3349  -1.1416  -1.0107
H  -0.5029  2.5640  1.5012
N  -1.6555  0.0066  1.0637
H  -2.5305  -1.7886  0.9203
Cl  -0.0537  4.3614  -0.4176
H  2.3700  -0.4291  1.7057

Results
2S+1 = 1
HOMO energy = -0.3460 Eh
LUMO energy = 0.0196 Eh
E_tot = -48901.0775 eV

=====

A single C7H15ClSi molecule. Source: OMol25; level of theory: ωB97M-V/def2-TZVPD.

Geometry (Å):
C  1.9591  1.1007  -0.6576
H  0.3009  2.0507  2.0431
H  2.3988  -0.3758  2.7186
C  2.3160  -0.7809  1.7195
H  -1.5040  -2.9575  -1.8333
H  -2.5475  -1.6280  -2.5057
H  1.2909  2.0376  -0.7631
C  -1.1793  -1.0092  -1.1106
C  -1.4548  0.3681  -1.4888
H  2.3085  0.5768  -1.5549
H  1.9354  -1.8316  1.7516
C  -2.1386  -2.0212  -1.6020
H  -0.6505  1.0993  -1.3760
H  -1.1437  1.3342  1.4165
C  -0.1875  -1.2271  -0.2039
H  3.2076  -0.7443  1.1842
C  -0.1213  1.0276  1.8467
H  -2.8502  -2.1057  -0.8550
H  2.7889  1.4995  0.0108
H  -1.8687  0.4343  -2.5117
H  -0.4559  0.7147  2.8619
Si  1.0069  0.1018  0.6825
Cl  0.2672  -2.8285  0.1227
H  -2.2652  0.7031  -0.7451

Results
energy relative to the best compared isomer or geometry (same formula, charge and spin) = 19.4 kcal per mole
2S+1 = 1
HOMO energy = -0.3068 Eh
LUMO energy = 0.0314 Eh
E_tot = -27901.6855 eV
structure (SMILES) = CC(C)=C(Cl)[Si](C)(C)C

=====

Question: Number 4 is which compound?
Answer: C7H15ClSi

=====

Question: Which of these has the lowest LUMO energy?
Answer: C7H15BCl4NO3PS

=====

Question: What is the formula in the third record?
Answer: C7H15Cl2N2O2P